(1)
C4H6N2OS2 | ωB97M-V/def2-TZVPD

XYZ file:
```
15
Properties=species:S:1:pos:R:3:forces:R:3
C -1.844803 0.754210 0.057911 2.659 -2.850 0.031
C 0.525256 1.071672 -1.320892 -1.508 -1.694 0.179
C 0.283493 0.264302 1.081173 1.026 -1.090 -1.531
C 0.500553 -0.183282 -0.445411 -0.539 -1.152 2.215
N -1.000322 0.883904 1.045357 -0.556 0.387 -0.295
N -0.634765 -0.872802 -0.904225 -2.342 1.209 -0.062
O 1.376975 1.873593 -1.385033 1.937 1.629 -0.080
S -3.144141 1.112525 -0.628166 -2.308 0.793 -0.862
S -0.953183 -2.492497 -0.410581 0.623 0.843 -0.305
H -0.449883 1.145055 -1.853908 0.386 0.131 -0.274
H 0.245828 -0.582076 1.801078 0.407 0.409 -0.569
H 1.106298 0.948153 1.249143 -0.107 0.373 0.683
H 1.308058 -0.899414 -0.396079 1.109 0.407 -0.426
H -1.401245 1.117111 1.916708 -0.475 0.701 0.949
H -0.602520 -3.002792 -1.618225 -0.312 -0.095 0.347
```
Positions in Å, forces in eV/Å.

The calculation puts the energy relative to the best compared isomer or geometry (same formula, charge and spin) at 83.89 kcal/mol. The spin multiplicity is 1. Its LUMO energy (spin up / spin down) is -0.511 / -0.512 eV. The value obtained for the HOMO energy (spin up / spin down) is -0.296 / -0.296 hartree. Its HOMO-LUMO gap (spin up / spin down) is 7.54 / 7.54 eV. The value obtained for the total energy is -1136.9978 Ha.



(2)
C3H5NS | ωB97M-V/def2-TZVPD

XYZ file:
```
10
Properties=species:S:1:pos:R:3:forces:R:3
C -0.141776 0.600602 0.536746 -0.822 -0.423 1.701
C 0.270219 1.685710 -0.014157 -0.281 -1.760 -2.049
C -0.367970 -0.679363 -0.258095 -1.643 -0.340 -0.622
N 0.435815 -0.686113 -1.387292 3.354 -0.155 -1.540
S 0.083082 0.526472 -2.444432 0.639 1.487 1.927
H -0.504025 0.490563 1.591750 0.773 0.315 -0.748
H 0.686995 2.604698 0.240146 0.077 1.459 0.103
H -0.264597 -1.647694 0.169023 0.385 -0.415 1.590
H -1.414156 -0.686282 -0.609712 0.158 0.248 0.128
H 1.503404 -0.652503 -1.152565 -2.640 -0.416 -0.490
```
Positions in Å, forces in eV/Å.

The calculation puts the energy relative to the best compared isomer or geometry (same formula, charge and spin) at 84.52 kcal/mol. The spin multiplicity is 1. Its LUMO energy (spin up / spin down) is -0.734 / -0.733 eV. The value obtained for the HOMO energy (spin up / spin down) is -0.306 / -0.306 hartree. Its HOMO-LUMO gap (spin up / spin down) is 7.60 / 7.60 eV. The value obtained for the total energy is -570.0999 Ha.



(3)
C3H5Cl2NO2 | ωB97M-V/def2-TZVPD

XYZ file:
```
13
Properties=species:S:1:pos:R:3:forces:R:3
C 1.181460 1.268857 -0.366407 0.174 -0.158 0.045
C -1.414957 1.378733 -0.845696 0.389 -0.052 0.081
C -0.241473 1.328749 -0.620322 -0.276 0.090 -0.106
N -2.201116 -0.485090 1.676399 1.552 -2.715 -1.433
O -3.571215 -0.671152 1.212423 1.664 -0.644 -0.085
O -1.453112 -1.333840 1.246082 -3.226 2.948 1.319
Cl 5.573399 -21.727055 7.620941 0.001 -0.008 0.004
Cl 3.997856 15.109794 -9.651724 0.000 0.008 -0.003
H 1.658733 0.636312 -1.117164 0.088 0.083 0.072
H 1.359956 0.833315 0.617488 0.112 0.048 -0.020
H 1.613978 2.267040 -0.406036 0.106 -0.025 0.021
H -4.058109 0.019470 1.668942 0.028 0.378 0.244
H -2.445402 1.374868 -1.034926 -0.613 0.048 -0.139
```
Positions in Å, forces in eV/Å.

The calculation puts the energy relative to the best compared isomer or geometry (same formula, charge and spin) at 0.00 kcal/mol. Its net charge is -2. The spin multiplicity is 1. Its LUMO energy is 1.213 eV. The value obtained for the HOMO energy is -0.109 hartree. Its HOMO-LUMO gap is 4.18 eV. The value obtained for the total energy is -1242.8836 Ha.



(4)
H30O19S | ωB97M-V/def2-TZVPD

XYZ file:
```
50
Properties=species:S:1:pos:R:3:forces:R:3
S 0.277680 -0.149880 -0.263760 -1.430 -1.386 2.795
O -0.880320 0.190120 -1.074760 0.012 0.277 0.182
O -0.141320 -0.009880 1.177240 0.195 -0.280 -1.488
O 0.791680 -1.472880 -0.491760 -0.481 -1.157 -1.319
O 1.343680 0.745120 -0.525760 1.746 -1.304 0.728
O 1.398680 2.926120 -0.795760 3.844 0.276 -1.754
H 1.181680 1.959120 -0.726760 0.617 2.077 -0.549
H 0.618680 3.183120 -0.446760 -4.386 2.756 1.772
O -1.341320 3.505120 0.135240 -0.696 -2.330 -0.140
H -1.147320 2.972120 0.987240 -0.326 2.131 -1.880
H -1.806320 2.781120 -0.417760 0.669 2.629 0.904
O -0.024320 1.297120 -3.362760 1.351 0.514 -0.955
H 0.969680 1.436120 -3.567760 -2.413 -0.822 1.407
H -0.200320 0.932120 -2.465760 0.928 0.467 -1.315
O -2.842320 -2.432880 0.298240 -0.239 -1.733 -0.991
H -2.802320 -1.971880 -0.539760 -0.255 -0.968 -2.051
H -2.752320 -1.610880 0.715240 0.216 1.625 3.013
O -2.710320 1.992120 -1.450760 -0.752 -0.620 -0.628
H -3.284320 1.878120 -2.246760 1.467 -0.324 0.999
H -1.919320 1.379120 -1.374760 -1.594 0.322 -1.067
O 3.349680 -1.911880 -1.560760 -2.308 -1.430 -4.555
H 2.456680 -1.734880 -1.274760 -0.733 0.003 0.433
H 3.865680 -1.755880 -0.860760 3.083 1.088 4.211
O -0.652320 2.341120 2.105240 -1.401 0.772 -0.484
H -0.186320 2.272120 2.869240 2.281 0.665 3.990
H -0.657320 1.430120 1.914240 -0.108 -2.016 -1.286
O 3.423680 0.975120 1.064240 -3.283 -6.201 -1.012
H 2.558680 0.992120 0.491240 1.966 -0.665 1.203
H 3.568680 1.830120 1.055240 1.670 6.919 0.232
O -0.529320 -3.365880 -2.028760 -3.286 -5.396 0.000
H -1.061320 -4.029880 -1.362760 2.403 3.195 -2.069
H -0.052320 -2.706880 -1.600760 1.477 1.556 2.217
O 2.620680 0.566120 -2.668760 0.325 0.926 -0.018
H 2.786680 -0.421880 -2.674760 -0.252 2.044 1.216
H 2.369680 1.077120 -1.799760 1.063 -2.667 -2.637
O 1.269680 -3.062880 1.350240 -0.906 -3.521 4.731
H 1.163680 -2.610880 0.585240 -0.381 2.294 -3.578
H 0.330680 -3.256880 1.614240 1.450 0.335 -0.237
O -2.312320 -1.480880 -2.212760 -2.867 4.990 1.282
H -1.694320 -0.914880 -1.628760 -1.844 0.078 -1.367
H -1.705320 -2.119880 -2.231760 3.197 -5.217 -1.206
O 1.411680 -0.375880 3.174240 1.810 3.195 -3.172
H 0.786680 -0.217880 2.395240 0.007 -1.306 1.256
H 2.051680 0.283120 2.626240 -0.742 -2.129 2.465
O -1.055320 -0.313880 4.379240 2.494 -0.676 4.030
H -0.153320 -0.634880 4.166240 -0.507 0.476 0.180
H -1.465320 -0.220880 3.587240 -2.288 0.247 -3.828
O -2.512320 -0.363880 1.878240 6.892 -4.419 1.683
H -1.630320 -0.017880 1.449240 -1.424 -1.370 0.878
H -3.076320 0.223120 1.638240 -6.258 6.079 -2.223
```
Positions in Å, forces in eV/Å.

The calculation puts the energy relative to the best compared isomer or geometry (same formula, charge and spin) at 155.87 kcal/mol. Its net charge is -2. The spin multiplicity is 1. Its LUMO energy is 5.157 eV. The value obtained for the HOMO energy is -0.158 hartree. Its HOMO-LUMO gap is 9.46 eV. The value obtained for the total energy is -1845.7105 Ha.



(5)
C3H8IN3 | ωB97M-V/def2-TZVPD

XYZ file:
```
15
Properties=species:S:1:pos:R:3:forces:R:3
C -1.073614 -1.299727 -0.090495 -0.066 -2.912 1.656
C 1.060337 -0.092805 -0.161753 -6.669 3.935 1.277
C 1.000898 2.498573 0.031344 -1.670 -1.090 -0.011
N -1.763361 -2.406459 0.027645 -1.443 0.878 -0.492
N 0.243042 -1.269816 -0.025712 3.170 0.350 -1.569
N 0.160793 1.262630 -0.102926 7.829 -5.230 0.582
I 3.016882 -0.070621 0.204638 -0.074 -0.188 -0.320
H -1.652122 -0.451719 0.109818 -0.483 1.498 -0.320
H 1.449168 2.706990 -0.946078 -0.570 0.892 0.267
H 1.784064 2.425196 0.765611 0.210 -0.527 0.337
H 0.218864 3.067683 0.534608 0.499 1.468 -0.820
H -2.734119 -2.114585 0.143733 -0.183 -0.942 -0.050
H -1.646801 -3.442703 -0.040580 0.765 1.217 -0.026
H 0.721352 -2.196506 -0.097787 -0.191 1.065 0.175
H -0.785386 1.383875 -0.352061 -1.125 -0.412 -0.686
```
Positions in Å, forces in eV/Å.

The calculation puts the energy relative to the best compared isomer or geometry (same formula, charge and spin) at 43.81 kcal/mol. Its net charge is +2. The spin multiplicity is 1. As for the SMILES: C/[NH+]=C(I)/[NH+]=C/N. Its LUMO energy is -10.468 eV. The value obtained for the HOMO energy is -0.684 hartree. Its HOMO-LUMO gap is 8.14 eV. The value obtained for the total energy is -580.3103 Ha.



Q: Which formula does entry 5 have?
A: C3H8IN3